{
  "formula": "C22H40AsGeN2Si2Ti",
  "method": "wB97M-V/def2-TZVPD",
  "elements": ["Ti", "C", "N", "C", "C", "C", "C", "C", "N", "C", "C", "C", "C", "C", "C", "H", "H", "H", "H", "H", "H", "H", "H", "H", "H", "H", "C", "Ge", "C", "C", "C", "H", "H", "H", "H", "H", "H", "H", "H", "H", "H", "H", "C", "Si", "C", "C", "As", "Si", "C", "C", "C", "H", "H", "H", "H", "H", "H", "H", "H", "H", "H", "H", "H", "H", "H", "H", "H", "H", "H"],
  "xyz": [[0.46, 0.57, -0.18], [-1.04, 2.88, 1.39], [0.00, 2.36, 0.49], [0.61, 3.20, -0.31], [1.69, 2.75, -1.09], [2.62, 3.46, -1.86], [3.61, 2.55, -2.21], [3.25, 1.32, -1.65], [2.09, 1.42, -0.98], [-2.39, 2.99, 0.73], [-2.77, 4.15, 0.06], [-3.99, 4.23, -0.58], [-4.86, 3.15, -0.56], [-4.50, 1.99, 0.12], [-3.28, 1.91, 0.76], [-0.73, 3.86, 1.75], [-1.10, 2.20, 2.24], [0.34, 4.25, -0.33], [2.56, 4.50, -2.12], [4.50, 2.74, -2.79], [3.79, 0.39, -1.71], [-2.10, 5.01, 0.05], [-4.27, 5.15, -1.09], [-5.82, 3.22, -1.06], [-5.18, 1.15, 0.15], [-2.99, 1.02, 1.30], [-2.08, -1.34, -4.17], [-0.64, -0.89, -2.89], [0.00, -2.58, -2.05], [0.84, -0.09, -3.93], [-1.18, 0.27, -1.41], [-1.71, -2.00, -4.95], [-2.46, -0.43, -4.64], [-2.91, -1.83, -3.66], [0.94, -2.91, -2.48], [-0.73, -3.38, -2.20], [0.13, -2.43, -0.98], [1.14, -0.76, -4.75], [1.72, 0.09, -3.31], [0.53, 0.86, -4.36], [-1.97, -0.25, -0.86], [-1.60, 1.21, -1.79], [0.02, -4.14, 1.36], [-0.63, -2.66, 2.36], [-0.28, -3.03, 4.19], [-2.51, -2.52, 2.14], [0.18, -0.48, 2.05], [2.46, -0.91, 1.81], [3.22, -2.09, 3.08], [3.36, 0.75, 1.98], [2.87, -1.67, 0.10], [-0.29, -5.07, 1.83], [1.11, -4.13, 1.32], [-0.35, -4.14, 0.34], [-0.77, -3.94, 4.55], [-0.62, -2.18, 4.79], [0.80, -3.14, 4.35], [-3.04, -3.42, 2.44], [-2.76, -2.30, 1.10], [-2.86, -1.69, 2.75], [2.93, -1.78, 4.09], [4.31, -2.09, 3.02], [2.87, -3.11, 2.93], [3.60, 0.94, 3.03], [2.75, 1.58, 1.63], [4.30, 0.77, 1.42], [2.62, -2.73, 0.07], [3.93, -1.57, -0.13], [2.31, -1.18, -0.70]],
  "gap_ev": [6.749, 7.251],
  "lumo_ev": [-0.41, -0.39],
  "total_charge": 0,
  "molar_mass_g_mol": 584.15,
  "multiplicity": 2
}

{
  "formula": "C54H82As4F24N8",
  "method": "wB97M-V/def2-TZVPD",
  "elements": ["C", "N", "C", "C", "C", "C", "C", "C", "C", "C", "N", "C", "C", "C", "H", "H", "H", "H", "H", "H", "H", "H", "H", "H", "H", "H", "H", "H", "C", "N", "C", "C", "C", "C", "C", "C", "C", "C", "N", "C", "C", "C", "H", "H", "H", "H", "H", "H", "H", "H", "H", "H", "H", "H", "H", "H", "C", "N", "C", "C", "C", "C", "C", "C", "C", "C", "N", "C", "C", "C", "H", "H", "H", "H", "H", "H", "H", "H", "H", "H", "H", "H", "H", "H", "C", "C", "C", "C", "N", "C", "C", "C", "C", "C", "H", "H", "H", "H", "H", "H", "H", "H", "H", "H", "H", "H", "H", "H", "H", "H", "H", "H", "H", "H", "C", "C", "C", "C", "N", "C", "C", "C", "C", "C", "H", "H", "H", "H", "H", "H", "H", "H", "H", "H", "H", "H", "H", "H", "H", "H", "H", "H", "H", "H", "As", "F", "F", "F", "F", "F", "F", "As", "F", "F", "F", "F", "F", "F", "As", "F", "F", "F", "F", "F", "F", "As", "F", "F", "F", "F", "F", "F"],
  "xyz": [[-3.93, -4.15, -2.99], [-2.82, -3.64, -3.73], [-2.19, -2.62, -3.27], [-1.15, -2.09, -4.00], [-0.84, -2.60, -5.22], [-1.49, -3.73, -5.68], [-2.54, -4.25, -4.88], [0.18, -1.90, -6.09], [1.31, -1.29, -5.50], [2.36, -0.67, -6.26], [2.16, -0.57, -7.60], [1.13, -1.11, -8.21], [0.08, -1.72, -7.49], [3.26, -0.03, -8.48], [-4.27, -3.46, -2.22], [-3.66, -5.12, -2.57], [-4.71, -4.30, -3.74], [-2.47, -2.09, -2.38], [-0.65, -1.25, -3.54], [-1.28, -4.35, -6.55], [-3.03, -5.13, -5.26], [1.43, -1.23, -4.43], [3.25, -0.22, -5.86], [0.94, -0.98, -9.26], [-0.80, -1.99, -8.07], [3.79, -0.94, -8.74], [3.92, 0.60, -7.87], [2.82, 0.50, -9.32], [-1.76, -0.82, 2.68], [-2.81, 0.23, 2.66], [-2.94, 1.08, 3.72], [-3.82, 2.22, 3.70], [-4.61, 2.40, 2.54], [-4.47, 1.49, 1.44], [-3.55, 0.45, 1.54], [-5.68, 3.47, 2.55], [-6.96, 3.24, 2.02], [-7.97, 4.25, 2.19], [-7.61, 5.45, 2.64], [-6.37, 5.74, 3.08], [-5.45, 4.71, 3.18], [-8.66, 6.45, 2.97], [-1.28, -0.97, 3.64], [-1.01, -0.56, 1.93], [-2.17, -1.77, 2.33], [-2.30, 0.86, 4.56], [-4.03, 2.84, 4.55], [-4.97, 1.68, 0.50], [-3.53, -0.31, 0.77], [-7.17, 2.26, 1.63], [-8.99, 4.06, 1.89], [-6.16, 6.72, 3.47], [-4.49, 4.88, 3.66], [-8.86, 6.52, 4.04], [-9.50, 6.08, 2.37], [-8.41, 7.39, 2.48], [-0.08, -6.20, -1.36], [0.06, -5.85, 0.06], [1.16, -5.13, 0.40], [1.35, -4.69, 1.68], [0.40, -4.92, 2.68], [-0.77, -5.70, 2.25], [-0.91, -6.20, 0.94], [0.46, -4.35, 4.06], [-0.71, -3.87, 4.74], [-0.67, -3.18, 5.97], [0.54, -3.06, 6.54], [1.72, -3.55, 6.00], [1.65, -4.17, 4.76], [0.64, -2.25, 7.73], [0.79, -5.86, -1.92], [-0.89, -5.68, -1.87], [-0.09, -7.27, -1.53], [1.76, -4.72, -0.40], [1.99, -3.85, 1.89], [-1.57, -5.83, 2.98], [-1.78, -6.74, 0.60], [-1.66, -3.90, 4.23], [-1.49, -2.66, 6.44], [2.63, -3.29, 6.51], [2.55, -4.43, 4.21], [-0.31, -1.86, 8.09], [1.39, -1.48, 7.55], [0.97, -2.94, 8.50], [1.85, 3.41, -4.80], [0.80, 3.24, -3.71], [1.38, 3.04, -2.30], [0.44, 2.65, -1.20], [0.26, 3.65, 0.01], [-0.85, 3.08, 0.98], [-2.04, 4.11, 0.73], [-1.36, 5.43, 0.35], [-0.31, 4.93, -0.64], [1.62, 3.87, 0.72], [2.58, 4.13, -4.42], [1.46, 3.76, -5.75], [2.35, 2.45, -4.92], [0.22, 2.34, -3.93], [0.13, 4.10, -3.75], [1.93, 3.98, -2.17], [2.23, 2.36, -2.34], [0.72, 1.70, -0.75], [-0.61, 2.60, -1.46], [-0.43, 3.33, 1.96], [-0.97, 2.02, 0.75], [-2.58, 4.30, 1.66], [-2.87, 3.77, 0.11], [-0.85, 5.94, 1.17], [-1.90, 6.16, -0.26], [0.45, 5.71, -0.72], [-0.77, 4.70, -1.60], [1.44, 4.53, 1.57], [2.39, 4.29, 0.07], [1.92, 2.94, 1.19], [5.68, 3.15, 3.33], [5.61, 3.55, 1.86], [5.22, 2.39, 1.06], [6.40, 1.36, 0.65], [5.93, 0.18, -0.31], [4.93, -0.81, 0.32], [5.12, -2.17, -0.41], [6.57, -2.20, -0.92], [7.13, -0.80, -0.55], [5.40, 0.83, -1.65], [4.82, 2.55, 3.64], [5.67, 4.13, 3.82], [6.64, 2.69, 3.55], [6.57, 3.94, 1.53], [4.84, 4.32, 1.74], [4.83, 2.78, 0.12], [4.25, 1.99, 1.36], [6.74, 0.91, 1.59], [7.27, 1.80, 0.17], [3.97, -0.30, 0.41], [5.25, -0.98, 1.35], [4.38, -2.32, -1.19], [5.09, -3.01, 0.27], [6.61, -2.28, -2.01], [7.19, -3.00, -0.52], [7.79, -0.42, -1.34], [7.76, -0.85, 0.33], [6.08, 1.62, -1.98], [4.47, 1.29, -1.30], [5.39, 0.15, -2.50], [2.06, -0.14, 3.93], [3.42, 0.15, 2.75], [0.86, 0.91, 3.03], [0.73, -0.34, 5.14], [3.29, -0.98, 4.95], [2.62, 1.29, 4.88], [1.52, -1.63, 3.07], [0.66, -1.58, -0.66], [0.26, -2.99, -1.65], [1.32, -0.70, -2.09], [0.97, -0.19, 0.44], [-0.07, -2.51, 0.75], [2.30, -2.19, -0.14], [-0.99, -0.88, -0.97], [-4.42, -4.03, 1.36], [-6.03, -4.45, 1.89], [-4.98, -2.50, 0.59], [-2.78, -3.58, 0.74], [-3.77, -5.47, 2.12], [-4.63, -4.93, -0.19], [-4.11, -3.02, 2.88], [-3.55, 1.55, -2.73], [-2.59, 3.06, -2.86], [-4.35, 1.78, -4.31], [-4.53, 0.08, -2.61], [-2.76, 1.12, -1.15], [-4.80, 2.45, -1.80], [-2.30, 0.64, -3.62]],
  "gap_ev": 8.683,
  "lumo_ev": -9.04,
  "total_charge": 4,
  "molar_mass_g_mol": 1598.95,
  "multiplicity": 1
}

{
  "formula": "C5H14NO",
  "method": "wB97M-V/def2-TZVPD",
  "elements": ["C", "O", "C", "C", "C", "C", "N", "H", "H", "H", "H", "H", "H", "H", "H", "H", "H", "H", "H", "H", "H"],
  "xyz": [[-0.41, -0.40, -1.19], [-1.76, -0.52, -0.70], [0.29, 0.80, -0.68], [0.16, 1.26, 0.71], [1.35, 2.02, 1.31], [2.66, 1.30, 1.08], [-2.69, -3.73, -1.29], [0.10, -1.35, -0.99], [-0.52, -0.33, -2.27], [-1.76, -0.35, 0.24], [0.64, 1.49, -1.44], [-0.09, 0.45, 1.40], [-0.73, 1.90, 0.82], [1.17, 2.09, 2.38], [1.38, 3.04, 0.93], [3.55, 1.84, 1.41], [2.80, 1.04, 0.02], [2.68, 0.33, 1.59], [-3.03, -4.51, -0.75], [-2.39, -2.99, -0.66], [-3.39, -3.37, -1.92]],
  "gap_ev": [8.878, 9.882],
  "lumo_ev": [0.89, 0.31],
  "total_charge": 0,
  "molar_mass_g_mol": 104.17,
  "multiplicity": 2
}

{
  "formula": "C11H30F3O8S6",
  "method": "wB97M-V/def2-TZVPD",
  "elements": ["C", "F", "F", "F", "S", "O", "O", "O", "C", "S", "O", "C", "H", "H", "H", "H", "H", "H", "C", "S", "O", "C", "H", "H", "H", "H", "H", "H", "C", "S", "O", "C", "H", "H", "H", "H", "H", "H", "C", "S", "O", "C", "H", "H", "H", "H", "H", "H", "C", "S", "O", "C", "H", "H", "H", "H", "H", "H"],
  "xyz": [[1.19, -5.13, 26.55], [0.82, -6.15, 27.29], [1.99, -4.48, 27.26], [1.88, -5.61, 25.48], [-0.26, -4.05, 26.06], [-1.26, -4.52, 27.03], [0.30, -2.79, 26.26], [-0.39, -4.42, 24.67], [6.13, -5.78, 23.14], [6.48, -4.37, 24.12], [5.81, -3.17, 23.49], [5.60, -4.77, 25.64], [6.45, -6.72, 23.64], [6.73, -5.58, 22.16], [5.09, -5.72, 22.82], [5.96, -5.84, 26.00], [4.59, -4.80, 25.44], [5.63, -4.00, 26.41], [-2.59, -4.12, 21.93], [-3.78, -3.05, 21.25], [-4.79, -2.45, 22.21], [-2.85, -1.62, 20.71], [-1.90, -3.43, 22.56], [-1.89, -4.64, 21.40], [-3.17, -4.81, 22.45], [-3.44, -0.95, 20.01], [-1.97, -2.13, 20.30], [-2.62, -1.08, 21.67], [-2.02, -0.11, 26.86], [-2.90, -1.60, 26.68], [-4.39, -1.30, 26.91], [-2.64, -1.94, 24.96], [-2.35, 0.59, 26.19], [-0.97, -0.44, 26.66], [-2.23, 0.13, 27.84], [-1.61, -2.01, 24.65], [-3.20, -1.20, 24.48], [-3.18, -2.80, 24.71], [4.05, -8.07, 23.89], [3.09, -8.17, 22.36], [3.40, -9.57, 21.85], [1.53, -8.33, 23.29], [3.75, -8.95, 24.49], [3.91, -7.14, 24.38], [5.10, -8.25, 23.54], [1.48, -9.26, 23.72], [0.62, -8.23, 22.58], [1.52, -7.45, 24.00], [1.07, -3.06, 21.48], [1.84, -4.23, 22.64], [2.99, -4.98, 21.94], [2.64, -3.06, 23.70], [0.11, -2.80, 21.92], [0.81, -3.62, 20.48], [1.79, -2.44, 21.07], [3.33, -2.23, 23.20], [3.21, -3.51, 24.52], [1.90, -2.61, 24.31]],
  "gap_ev": 7.988,
  "lumo_ev": 2.19,
  "total_charge": -1,
  "molar_mass_g_mol": 539.75,
  "multiplicity": 1
}